Record 1
C3H7ClO2Si | ωB97M-V/def2-TZVPD

Last column: Löwdin charge in e.
Element x y z (Å)
Cl (2.485, -1.033, 0.182)  0.41
Si (0.729, -0.075, 0.037)  0.06
O (-0.403, -1.314, -0.104)  -0.14
O (-2.684, -1.390, -0.071)  0.08
C (-1.595, -1.885, -0.129)  -0.40
C (0.580, 0.975, -1.538)  -0.17
C (0.265, 0.884, 1.611)  -0.17
H (1.340, 1.749, -1.589)  0.03
H (0.666, 0.368, -2.432)  0.03
H (0.181, 0.218, 2.470)  0.03
H (-1.455, -2.983, -0.209)  0.14
H (0.985, 1.654, 1.863)  0.03
H (-0.392, 1.464, -1.572)  0.04
H (-0.701, 1.365, 1.482)  0.04

Summary:
Largest force on an atom = 2.54 eV Å⁻¹
HOMO = -10.74 eV
Net charge = 0
SMILES = C[Si](C)(Cl)OC=O



Record 2
C3H7CuO2 | ωB97M-V/def2-TZVPD

Last column: Mulliken spin population.
Element x y z (Å)
Cu (-2.371, -1.044, 0.107)  1.59
O (0.045, 2.954, 0.161)  -0.01
O (-1.029, 0.150, -0.022)  0.13
C (-1.342, 0.881, -2.260)  0.36
C (-0.548, 0.578, -1.198)  -0.09
C (1.204, 3.383, -0.510)  0.00
H (0.116, 2.012, 0.600)  0.00
H (-2.363, 1.247, -2.116)  0.02
H (-0.902, 0.904, -3.258)  0.00
H (1.451, 4.393, -0.159)  0.00
H (2.067, 2.726, -0.307)  0.00
H (0.524, 0.388, -1.363)  0.00
H (1.051, 3.420, -1.602)  0.00

Summary:
Largest force on an atom = 3.30 eV Å⁻¹
2S+1 = 3
HOMO (spin up / spin down) = -6.94 / -9.15 eV
Net charge = 0



Record 3
C3H7F2N | ωB97M-V/def2-TZVPD

Last column: Löwdin charge in e.
Element x y z (Å)
F (-0.247, -2.445, -0.266)  -0.06
F (0.022, -1.836, 1.760)  -0.04
N (0.468, -1.529, 0.499)  -0.02
C (-0.237, 0.000, 0.162)  -0.37
C (0.514, 1.012, 0.908)  -0.09
C (-0.254, 0.236, -1.325)  -0.09
H (-1.324, -0.007, 0.520)  0.15
H (0.665, -0.005, -1.750)  0.05
H (0.166, 1.821, 0.275)  0.08
H (1.502, 0.852, 0.635)  0.06
H (-0.636, 1.238, -1.774)  0.13
H (0.324, 1.218, 2.013)  0.12
H (-0.963, -0.554, -1.658)  0.08

Summary:
Largest force on an atom = 3.53 eV Å⁻¹
HOMO = -10.26 eV
Net charge = 0
SMILES = CC(C)N(F)F



Record 4
C3H7F2NO | ωB97M-V/def2-TZVPD

Last column: Löwdin charge in e.
Element x y z (Å)
F (2.752, 0.515, 0.657)  -0.07
F (4.409, -0.039, -0.549)  -0.05
O (1.090, 0.093, -1.336)  0.03
N (3.314, -0.561, 0.001)  -0.04
C (-0.556, 1.312, -0.019)  -0.03
C (-0.411, -1.162, 0.066)  -0.05
C (0.183, 0.016, -0.547)  -0.51
H (-0.102, -1.400, 1.079)  0.09
H (-0.115, -2.159, -0.329)  0.10
H (-1.542, -0.914, 0.282)  0.13
H (-1.682, 1.306, -0.355)  0.12
H (-0.029, 2.218, -0.440)  0.09
H (2.674, -0.614, -0.920)  0.13
H (-0.349, 1.289, 1.043)  0.07

Summary:
Largest force on an atom = 3.64 eV Å⁻¹
HOMO = -10.01 eV
Net charge = 0
SMILES = CC(C)=O.FNF



Record 5
C3H7F5N3P3 | ωB97M-V/def2-TZVPD

Last column: Löwdin charge in e.
Element x y z (Å)
P (1.990, 2.536, 2.647)  0.40
P (3.451, 0.268, 2.820)  0.40
P (0.788, 0.107, 2.137)  0.61
F (1.733, 3.558, 3.816)  -0.11
F (4.663, -0.161, 1.908)  -0.12
F (2.135, 3.635, 1.519)  -0.13
F (4.076, -0.261, 4.167)  -0.11
F (-0.239, -0.518, 3.196)  -0.17
N (0.677, 1.698, 2.369)  -0.23
N (2.191, -0.618, 2.442)  -0.23
N (3.415, 1.859, 2.862)  -0.20
C (-1.128, 0.661, 0.115)  -0.13
C (1.026, -0.464, -0.618)  -0.13
C (-0.085, -0.390, 0.410)  -0.42
H (-0.530, -1.369, 0.593)  0.11
H (0.625, -0.736, -1.594)  0.08
H (-1.636, 0.421, -0.820)  0.08
H (-0.662, 1.639, 0.017)  0.07
H (1.522, 0.503, -0.708)  0.08
H (1.768, -1.204, -0.326)  0.07
H (-1.864, 0.709, 0.913)  0.08

Summary:
Largest force on an atom = 2.63 eV Å⁻¹
HOMO = -11.01 eV
Net charge = 0



Record 6
C3H7FN2O | ωB97M-V/def2-TZVPD

Last column: Löwdin charge in e.
Element x y z (Å)
F (0.483, -1.179, 2.344)  0.02
O (-2.157, 0.023, 1.336)  -0.06
N (1.556, 0.313, -1.365)  0.10
N (-1.000, -0.477, 0.697)  -0.20
C (0.679, -0.498, -0.713)  -0.16
C (-0.755, -0.034, -0.652)  -0.17
C (0.212, -0.279, 1.383)  -0.21
H (-2.162, 1.009, 1.502)  0.11
H (2.543, 0.074, -1.396)  0.11
H (0.598, 0.719, 1.570)  0.12
H (-1.358, -0.488, -1.353)  0.08
H (-0.847, 1.151, -0.943)  0.17
H (0.788, -1.485, -0.721)  0.08
H (1.419, 1.151, -1.689)  0.01

Summary:
Largest force on an atom = 6.59 eV Å⁻¹
HOMO = -7.50 eV
Net charge = 0



Record 7
C3H7FN2O | ωB97M-V/def2-TZVPD

Last column: Löwdin charge in e.
Element x y z (Å)
F (-2.267, -0.751, -0.530)  -0.07
O (0.017, -1.672, 0.295)  -0.02
N (-0.167, 1.868, -0.079)  0.14
N (0.440, -0.462, -0.227)  -0.19
C (-1.900, 0.294, 0.314)  -0.10
C (1.902, -0.252, -0.136)  -0.03
C (-0.426, 0.658, 0.001)  -0.38
H (0.832, 2.024, -0.279)  0.05
H (2.110, 0.450, -0.911)  0.07
H (-2.624, 1.100, 0.161)  0.12
H (-1.914, -0.114, 1.338)  0.12
H (2.420, -1.208, -0.449)  0.11
H (2.271, -0.020, 0.839)  0.08
H (-0.693, -1.914, -0.335)  0.11

Summary:
Largest force on an atom = 2.81 eV Å⁻¹
HOMO = -8.93 eV
Net charge = 0
SMILES = [H]/N=C(/CF)N(C)O



Record 8
C3H7FN3 | ωB97M-V/def2-TZVPD

Last column: Löwdin charge in e.
Element x y z (Å)
F (-0.396, 2.253, -0.147)  0.05
N (2.013, -0.163, -0.112)  0.15
N (-2.087, 0.023, -0.185)  0.24
N (-0.256, -1.320, 0.057)  0.22
C (-0.825, -0.154, 0.085)  -0.28
C (0.097, 1.121, 0.435)  -0.20
C (1.452, 0.978, -0.099)  -0.07
H (2.023, 1.795, -0.349)  0.12
H (-2.612, -0.741, -0.578)  0.15
H (2.876, -0.242, -0.550)  0.09
H (0.835, -1.092, 0.079)  0.09
H (0.230, 1.222, 1.570)  0.20
H (-2.534, 0.878, -0.016)  0.12
H (-0.853, -2.027, -0.226)  0.11

Summary:
Largest force on an atom = 3.60 eV Å⁻¹
HOMO = -15.44 eV
Net charge = +1
SMILES = [H]/N=C/[C@@H](F)C(N)=[NH2+]



Number 1: E_tot -1018.7937 Eh. Number 2: E_tot -1909.2774 Eh. Number 3: E_tot -372.8196 Eh. Number 4: E_tot -448.0597 Eh. Number 5: E_tot -1806.5105 Eh. Number 6: E_tot -402.9444 Eh. Number 7: E_tot -403.0411 Eh. Number 8: E_tot -382.3766 Eh.